[1]
{
  "formula": "C2H8N3P2",
  "method": "ωB97M-V/def2-TZVPD",
  "charge": 1,
  "multiplicity": 1,
  "e_lumo_ev": -4.44,
  "homo_lumo_gap_ev": 9.06,
  "elements": ["C", "C", "N", "N", "N", "P", "P", "H", "H", "H", "H", "H", "H", "H", "H"],
  "positions_angstrom": [[0.926802, -0.402259, -0.028173], [-1.693885, 0.651239, -1.388457], [-1.923882, 0.516009, 1.035992], [-2.357871, -0.385053, -1.241265], [0.681042, 1.038590, 0.096370], [-2.895931, -0.795812, 0.287390], [-1.262626, 1.688872, 0.061038], [0.418959, -0.926573, 0.780390], [0.543588, -0.755004, -0.984279], [1.992891, -0.623758, 0.025360], [-1.510324, 1.067844, -3.170320], [-2.162572, 0.758297, 1.989285], [1.168624, 1.543206, -0.648008], [1.057150, 1.373921, 0.987809], [-1.953311, -1.832437, 0.429123]],
  "atomic_forces_ev_per_a": [[-0.0196, -0.7194, -0.0784], [-0.0277, 0.6376, -4.7032], [-0.4271, 0.1458, 0.3038], [0.1006, 0.0263, -0.8808], [-0.4228, 0.7310, -0.1774], [0.3265, 0.3240, 0.9429], [0.5992, -0.7676, 0.5789], [0.0033, 0.0884, -0.0519], [0.0054, 0.0353, 0.0483], [-0.0438, 0.1035, 0.0234], [-0.0489, -0.6165, 4.0561], [-0.0107, 0.1726, -0.0132], [0.0197, 0.0180, 0.1529], [-0.0738, 0.0889, -0.2381], [0.0195, -0.2678, 0.0368]]
}

---

[2]
{
  "formula": "C5H10O",
  "method": "ωB97M-V/def2-TZVPD",
  "charge": 0,
  "multiplicity": 1,
  "e_lumo_ev": 1.16,
  "smiles": "C[C@H]1CCOC1",
  "homo_lumo_gap_ev": 11.04,
  "elements": ["C", "C", "C", "C", "O", "C", "H", "H", "H", "H", "H", "H", "H", "H", "H", "H"],
  "positions_angstrom": [[1.784061, -0.073462, -0.001335], [0.434970, 0.648308, 0.035970], [-0.479742, 0.242245, -1.154010], [-1.574504, -0.482710, -0.382239], [-0.895056, -1.158422, 0.662798], [-0.293579, -0.034851, 1.285316], [2.328455, -0.004237, -0.948739], [2.428859, 0.304039, 0.798906], [1.580069, -1.133182, 0.187408], [0.577489, 1.738900, 0.054131], [-0.896668, 1.088694, -1.713798], [0.030135, -0.412639, -1.874540], [-2.218143, -1.165194, -0.938753], [-2.134504, 0.326898, 0.117180], [-1.116325, 0.455727, 1.842322], [0.444489, -0.340118, 2.029378]],
  "atomic_forces_ev_per_a": [[0.1109, -0.0338, 0.0128], [-0.0728, -0.1249, 0.3184], [-0.0477, -0.0367, 0.0861], [-0.2402, 0.0696, -0.2220], [-0.1815, -0.0223, 0.1304], [0.4321, 0.2117, -0.0580], [-0.1977, 0.1833, 0.0600], [0.0161, -0.1028, -0.1125], [0.2301, 0.0793, -0.0954], [-0.1734, -0.3359, 0.3656], [0.1938, -0.0700, 0.1901], [-0.0530, 0.1054, 0.2846], [0.1058, 0.0460, 0.1042], [-0.6297, -0.3674, -0.4467], [0.5494, 0.5956, -0.4813], [-0.0423, -0.1971, -0.1360]]
}

---

[3]
{
  "formula": "C25H46MnN6O2SSi",
  "method": "ωB97M-V/def2-TZVPD",
  "charge": 2,
  "multiplicity": 4,
  "s_squared": 4.04,
  "e_lumo_ev": [-6.62, -5.45],
  "homo_lumo_gap_ev": [7.33, 8.18],
  "elements": ["Mn", "N", "C", "S", "N", "C", "C", "C", "C", "C", "C", "H", "H", "H", "H", "H", "H", "H", "H", "C", "C", "C", "C", "N", "N", "H", "H", "H", "H", "H", "H", "H", "H", "H", "H", "H", "H", "C", "C", "C", "C", "N", "N", "H", "H", "H", "H", "H", "H", "H", "H", "H", "H", "H", "H", "C", "O", "C", "O", "H", "H", "H", "C", "Si", "C", "C", "C", "C", "C", "C", "C", "H", "H", "H", "H", "H", "H", "H", "H", "H", "H", "H"],
  "positions_angstrom": [[0.247477, 0.743159, 0.782530], [3.114914, -1.006969, 1.893489], [3.453743, -0.324329, 0.801529], [2.274961, 0.009297, -0.421824], [4.712700, 0.068148, 0.660443], [5.246084, 0.864388, -0.415477], [5.281571, 0.357206, -1.704585], [5.819393, 1.134803, -2.718577], [6.333418, 2.393438, -2.433896], [6.312658, 2.879287, -1.134396], [5.762218, 2.114349, -0.116293], [2.186497, -1.420501, 1.947329], [3.788905, -1.215579, 2.613658], [5.370775, -0.197470, 1.381530], [4.901804, -0.634644, -1.909313], [5.855113, 0.748777, -3.727926], [6.765061, 2.990541, -3.225354], [6.730657, 3.851103, -0.910228], [5.739922, 2.481663, 0.902311], [-1.043725, -3.988460, 0.248026], [-0.222464, -3.438075, 1.411580], [-1.093939, -3.246386, 2.647711], [0.948087, -4.362033, 1.721862], [0.420838, -2.134127, 1.060968], [-0.526988, -1.140181, 0.603398], [-1.418062, -4.981490, 0.494634], [-0.438930, -4.080323, -0.657636], [-1.918868, -3.370117, 0.034742], [-1.473123, -4.210346, 2.984856], [-1.968788, -2.620138, 2.449441], [-0.518471, -2.801764, 3.459966], [0.579485, -5.353628, 1.980743], [1.529495, -3.989152, 2.566596], [1.607813, -4.472654, 0.858369], [1.042775, -2.278373, 0.266047], [-1.335583, -1.193735, 1.225791], [-0.883126, -1.371464, -0.325680], [0.828918, 4.806146, -1.197352], [1.212921, 3.919931, -0.017084], [2.646330, 3.434449, -0.134500], [1.010371, 4.661853, 1.300740], [0.251443, 2.752225, 0.048758], [0.091464, 1.961446, -1.151424], [1.433504, 5.711857, -1.183865], [-0.219273, 5.112434, -1.145198], [1.007216, 4.316784, -2.156546], [3.306232, 4.301575, -0.135935], [2.839136, 2.885637, -1.058128], [2.914020, 2.799181, 0.710539], [1.703038, 5.499966, 1.358228], [1.198553, 4.004912, 2.150149], [0.000651, 5.072854, 1.375657], [-0.655511, 3.178630, 0.215654], [0.981954, 1.952120, -1.642782], [-0.613011, 2.358938, -1.766615], [0.072226, 0.685288, 5.037984], [-0.525563, 0.374447, 3.738006], [0.104003, 0.817126, 2.698338], [1.160779, 1.429525, 2.650138], [-0.574856, 0.211113, 5.766385], [0.093796, 1.763978, 5.171748], [1.077883, 0.275993, 5.078987], [-2.313315, 2.798621, 2.530034], [-2.251651, 1.424844, 1.263047], [-2.911009, 2.044220, -0.384692], [-3.236024, -0.073351, 1.768358], [-3.755606, -0.929289, 0.786342], [-4.538729, -2.021790, 1.127653], [-4.822141, -2.276266, 2.463992], [-4.323465, -1.436413, 3.451423], [-3.534584, -0.349360, 3.106917], [-3.301307, 3.264486, 2.475269], [-1.573717, 3.581925, 2.361873], [-2.183664, 2.429140, 3.546250], [-3.989508, 2.163805, -0.244566], [-2.767870, 1.349456, -1.212008], [-2.538900, 3.027113, -0.683645], [-3.573699, -0.729774, -0.265453], [-4.941888, -2.662425, 0.354633], [-5.442260, -3.120310, 2.734023], [-4.557799, -1.624568, 4.490472], [-3.156457, 0.291362, 3.892997]],
  "atomic_forces_ev_per_a": [[-0.3281, 0.0352, -0.3422], [-0.0752, -0.0295, -0.0039], [-0.0587, 0.0088, -0.0402], [0.1269, -0.0753, -0.0031], [0.0055, 0.0201, 0.0113], [-0.0286, -0.0305, -0.0180], [0.0173, 0.0073, 0.0021], [0.0036, 0.0180, 0.0206], [-0.0138, -0.0121, -0.0178], [0.0000, -0.0041, 0.0144], [0.0306, 0.0097, -0.0095], [0.0627, 0.0234, -0.0295], [0.0006, -0.0121, -0.0035], [-0.0023, 0.0030, 0.0042], [-0.0053, -0.0069, -0.0019], [0.0017, -0.0010, -0.0065], [0.0077, 0.0017, -0.0062], [0.0016, 0.0074, 0.0022], [-0.0001, 0.0055, 0.0048], [-0.0100, -0.0059, -0.0140], [0.0399, -0.0286, -0.0292], [0.0238, 0.0659, -0.0534], [-0.0070, -0.0526, 0.0181], [-0.1073, 0.0209, -0.0257], [0.0805, -0.0100, 0.1964], [0.0011, -0.0035, 0.0007], [0.0020, -0.0003, -0.0042], [-0.0140, 0.0040, -0.0102], [0.0037, -0.0143, -0.0147], [0.0126, -0.0267, 0.0260], [0.0103, 0.0141, 0.0340], [0.0043, 0.0002, 0.0040], [0.0023, 0.0075, -0.0036], [0.0121, 0.0048, -0.0086], [0.0321, 0.0120, 0.0648], [-0.0007, -0.0413, 0.0054], [-0.0030, 0.0190, -0.0236], [0.0153, -0.0154, -0.0240], [-0.0236, 0.0741, 0.0708], [-0.0256, -0.0167, 0.0060], [0.0062, -0.0361, -0.0236], [0.1269, 0.0433, -0.0374], [0.0035, -0.0120, -0.0481], [0.0059, 0.0062, 0.0035], [-0.0065, 0.0038, 0.0049], [-0.0056, 0.0093, -0.0007], [0.0076, 0.0093, -0.0017], [0.0119, -0.0089, 0.0113], [-0.0035, 0.0040, -0.0097], [0.0040, 0.0040, -0.0145], [-0.0056, -0.0028, 0.0092], [-0.0179, -0.0034, 0.0056], [-0.0201, -0.0009, 0.0464], [-0.0139, -0.0305, 0.0024], [0.0050, -0.0105, -0.0204], [-0.0163, -0.0059, -0.0096], [0.0116, -0.0159, -0.0210], [0.1548, 0.0744, 0.0342], [-0.0158, -0.0088, 0.2654], [0.0043, 0.0025, 0.0000], [0.0089, -0.0032, 0.0045], [0.0002, 0.0058, 0.0016], [-0.0470, -0.0648, -0.0570], [-0.0662, 0.0629, 0.0598], [0.0133, -0.0179, 0.0383], [0.0758, 0.0308, -0.0281], [-0.0328, -0.0066, -0.0260], [0.0011, -0.0138, 0.0423], [0.0065, 0.0431, -0.0215], [-0.0371, -0.0097, -0.0231], [0.0185, -0.0142, 0.0346], [-0.0015, -0.0103, -0.0072], [0.0379, 0.0042, -0.0173], [0.0144, -0.0042, 0.0089], [-0.0101, 0.0014, 0.0050], [0.0071, -0.0091, -0.0002], [0.0115, 0.0069, 0.0059], [-0.0017, 0.0066, -0.0054], [-0.0059, -0.0051, -0.0046], [-0.0054, -0.0084, 0.0013], [-0.0028, -0.0052, 0.0092], [-0.0161, 0.0141, -0.0096]]
}

---

[4]
{
  "formula": "C5H10N2",
  "method": "ωB97M-V/def2-TZVPD",
  "charge": 0,
  "multiplicity": 1,
  "e_lumo_ev": 1.16,
  "smiles": "C[C@H]1N[C@H]1[C@H]1CN1",
  "homo_lumo_gap_ev": 10.38,
  "elements": ["C", "C", "N", "C", "C", "C", "N", "H", "H", "H", "H", "H", "H", "H", "H", "H", "H"],
  "positions_angstrom": [[0.410860, 0.661735, -1.872480], [-0.640253, -0.364157, -1.470348], [-0.303897, -1.570123, -0.701676], [-1.092363, -0.521769, -0.063586], [-0.563792, 0.338508, 1.051064], [0.116813, -0.275206, 2.215698], [0.855706, 0.572623, 1.281406], [1.420703, 0.388265, -1.547006], [0.192459, 1.647268, -1.450122], [0.446378, 0.767730, -2.960080], [-1.380257, -0.568583, -2.243750], [0.672336, -1.539036, -0.409921], [-2.130630, -0.815247, 0.103970], [-1.173212, 1.223749, 1.231456], [-0.011348, 0.136109, 3.214067], [0.279042, -1.352065, 2.183196], [1.431643, 0.007553, 0.662982]],
  "atomic_forces_ev_per_a": [[-0.0204, 0.0042, 0.0368], [-0.0726, 0.1570, -0.1702], [0.2320, -0.1038, 0.0070], [-0.0842, 0.1262, 0.1157], [-0.1773, 0.0004, -0.0773], [-0.1029, -0.1671, 0.2435], [0.2015, -0.0324, -0.1641], [-0.1676, -0.0216, -0.0012], [0.0072, -0.1074, -0.0406], [-0.0173, -0.0649, 0.1341], [0.1170, 0.0450, 0.1382], [-0.1162, 0.0379, -0.0108], [0.1899, 0.0580, -0.0347], [0.0751, -0.1250, -0.0319], [0.0139, -0.0412, -0.1781], [-0.0198, 0.1755, -0.0413], [-0.0585, 0.0590, 0.0749]]
}

---

How do the records compare in energy above the lowest of the compared OMol25 structures with the same formula, charge and spin? In the order shown, they have 1.760, 0.959, 0.000, 2.150 eV.